Molecular formula: C31H56N3O2P2Re
Method: DFT, ωB97M-V/def2-TZVPD

```
95
Properties=species:S:1:pos:R:3:lowdin_charge:R:1
C -2.18 1.01 -2.10 -0.30
C -2.55 -1.19 -1.27 -0.31
C -3.33 0.93 -2.88 0.03
C -3.80 -1.22 -1.93 0.05
C -4.17 -0.17 -2.75 0.03
H -3.55 1.77 -3.53 0.15
H -4.40 -2.12 -1.81 0.14
H -5.11 -0.20 -3.31 0.14
N -1.81 -0.01 -1.29 -0.05
P -0.43 2.40 -0.43 1.06
P -0.27 -2.28 -0.08 1.04
C -1.30 2.24 -2.08 -0.22
H -0.55 2.17 -2.89 0.09
H -1.90 3.12 -2.30 0.10
C -1.95 -2.30 -0.67 -0.16
H -2.56 -3.21 -0.60 0.11
C 0.54 -3.34 -1.51 -0.62
C -0.27 -3.41 1.49 -0.63
C 1.10 3.52 -0.78 -0.63
C -1.80 3.39 0.51 -0.64
C 2.06 -3.16 -1.42 -0.08
H 2.48 -3.52 -0.48 0.08
H 2.53 -3.72 -2.24 0.11
H 2.32 -2.10 -1.53 0.04
C 0.15 -4.82 -1.46 -0.07
H 0.54 -5.35 -0.59 0.08
H -0.93 -4.95 -1.53 0.09
H 0.59 -5.31 -2.34 0.11
C 0.02 -2.81 -2.85 -0.08
H 0.47 -3.40 -3.67 0.11
H -1.07 -2.88 -2.93 0.09
H 0.31 -1.76 -3.00 0.04
C 1.15 -3.93 1.74 -0.07
H 1.87 -3.10 1.78 0.08
H 1.18 -4.43 2.72 0.11
H 1.49 -4.66 1.00 0.07
C -0.69 -2.60 2.73 -0.10
H 0.01 -1.79 2.96 0.06
H -1.70 -2.19 2.63 0.08
H -0.69 -3.28 3.59 0.11
C -1.28 -4.56 1.39 -0.07
H -1.09 -5.26 0.57 0.07
H -1.23 -5.14 2.33 0.12
H -2.30 -4.17 1.30 0.09
C -1.30 3.60 1.94 -0.07
H -2.00 4.29 2.45 0.12
H -1.30 2.67 2.51 0.05
H -0.30 4.05 1.99 0.07
C -3.11 2.58 0.54 -0.07
H -3.53 2.44 -0.46 0.09
H -3.00 1.61 1.03 0.05
H -3.84 3.15 1.14 0.12
C -2.15 4.73 -0.15 -0.07
H -3.13 5.06 0.25 0.11
H -1.44 5.53 0.09 0.07
H -2.26 4.67 -1.24 0.08
C 1.44 3.47 -2.27 -0.10
H 0.67 3.94 -2.90 0.10
H 2.38 4.02 -2.44 0.12
H 1.60 2.44 -2.59 0.02
C 2.29 2.95 0.01 -0.10
H 2.52 1.93 -0.30 0.04
H 3.18 3.57 -0.19 0.11
H 2.10 2.97 1.09 0.08
C 0.93 4.99 -0.39 -0.07
H 0.20 5.51 -1.03 0.09
H 0.66 5.13 0.67 0.08
H 1.89 5.50 -0.54 0.11
Re -0.12 0.11 0.00 1.20
C -1.13 0.24 1.60 -0.32
O -1.68 0.33 2.66 0.11
N 1.33 0.32 -1.67 0.08
C 1.70 -0.17 -2.69 -0.05
C 2.73 -0.17 -3.81 -0.56
C 2.33 -1.19 -4.87 -0.03
C 2.79 1.21 -4.46 -0.03
C 4.09 -0.52 -3.21 -0.01
H 2.30 -2.21 -4.46 0.08
H 1.34 -0.95 -5.28 0.10
H 3.06 -1.19 -5.70 0.12
H 3.19 1.96 -3.77 0.08
H 3.45 1.19 -5.34 0.12
H 1.79 1.52 -4.81 0.11
H 4.86 -0.56 -3.99 0.12
H 4.39 0.23 -2.47 0.10
H 4.06 -1.50 -2.72 0.08
C 3.66 0.15 2.43 0.05
C 2.19 0.27 2.31 -0.48
N 1.51 0.73 3.37 0.26
O 1.61 -0.05 1.22 -0.20
H 4.00 0.48 3.42 0.11
H 4.16 0.75 1.67 0.11
H 3.96 -0.90 2.29 0.12
H 0.49 0.81 3.38 0.10
H 2.03 1.00 4.19 0.15
```

Output
Gap between HOMO and LUMO (spin up / spin down)   7.94 / 6.49 eV
Energy   -2289.67462 Ha
E_LUMO (spin up / spin down)   -8.63 / -11.38 eV
Total charge   +3
Multiplicity   4


Molecular formula: C31H57N3OPPd
Method: DFT, ωB97M-V/def2-TZVPD

```
94
Properties=species:S:1:pos:R:3:lowdin_charge:R:1
Pd 1.10 -0.13 -2.92 0.32
N -0.81 -0.03 -5.66 -0.02
C -2.07 0.06 -4.93 -0.32
C -2.14 -0.69 -3.60 -0.24
C -2.09 -2.21 -3.77 -0.21
C -1.01 -2.83 -2.89 -0.28
N 0.31 -2.28 -3.21 -0.06
H -0.04 0.24 -5.04 0.00
H -0.62 -1.01 -5.89 0.03
H -2.87 -0.30 -5.59 0.10
H -2.28 1.12 -4.76 0.10
H -3.06 -0.38 -3.07 0.10
H -1.29 -0.42 -2.96 0.05
H -1.90 -2.47 -4.82 0.10
H -3.05 -2.68 -3.52 0.10
H -1.05 -3.92 -2.97 0.10
H -1.21 -2.57 -1.85 0.07
H 0.70 -2.69 -4.05 0.06
H 0.96 -2.38 -2.44 0.04
C 3.84 -1.71 -0.15 -0.13
N 3.91 -0.68 -1.15 -0.27
C 5.24 -0.50 -1.66 -0.11
C 3.32 0.56 -0.66 -0.23
C 3.22 1.67 -1.68 -0.31
C 3.98 2.81 -1.49 -0.11
C 3.87 3.91 -2.33 -0.14
C 2.97 3.82 -3.39 -0.15
C 2.21 2.67 -3.58 -0.16
C 2.28 1.53 -2.74 -0.24
H 4.41 -1.46 0.77 0.08
H 4.24 -2.65 -0.55 0.08
H 2.80 -1.87 0.13 0.07
H 5.96 -0.13 -0.89 0.08
H 5.22 0.23 -2.47 0.08
H 5.62 -1.45 -2.05 0.07
H 3.91 0.91 0.22 0.11
H 2.31 0.31 -0.31 0.07
H 4.68 2.85 -0.65 0.09
H 4.47 4.80 -2.18 0.08
H 2.85 4.67 -4.06 0.08
H 1.52 2.66 -4.42 0.06
O -0.42 -1.37 -0.21 -0.34
P -0.87 -0.57 0.96 0.78
C -1.43 1.08 0.38 -0.32
C -2.13 2.12 1.27 -0.18
C -1.21 3.12 1.97 -0.20
C -0.19 3.73 1.02 -0.20
C 0.60 2.64 0.31 -0.19
C -0.33 1.74 -0.48 -0.21
C -2.30 -1.46 1.72 -0.33
C -3.43 -1.59 0.66 -0.18
C -4.64 -0.74 1.05 -0.20
C -5.25 -1.22 2.37 -0.19
C -4.17 -1.72 3.35 -0.19
C -2.83 -1.02 3.09 -0.20
C 0.47 -0.53 2.21 -0.32
C 0.27 0.32 3.48 -0.19
C 0.77 -0.39 4.74 -0.21
C 2.16 -0.96 4.49 -0.19
C 2.15 -2.02 3.37 -0.18
C 0.86 -1.97 2.55 -0.21
H -2.18 0.72 -0.33 0.11
H -2.79 1.65 2.00 0.07
H -2.79 2.69 0.60 0.12
H -0.68 2.63 2.79 0.08
H -1.83 3.90 2.43 0.11
H 0.47 4.41 1.57 0.11
H -0.70 4.34 0.27 0.11
H 1.17 2.06 1.05 0.10
H 1.34 3.07 -0.37 0.11
H 0.22 0.98 -1.05 0.03
H -0.82 2.34 -1.25 0.12
H -1.87 -2.45 1.85 0.11
H -3.75 -2.64 0.59 0.12
H -3.06 -1.33 -0.33 0.09
H -5.39 -0.76 0.25 0.11
H -4.32 0.31 1.13 0.09
H -5.96 -2.02 2.18 0.10
H -5.82 -0.40 2.83 0.10
H -4.02 -2.80 3.24 0.11
H -4.49 -1.56 4.39 0.10
H -2.11 -1.27 3.87 0.10
H -2.99 0.06 3.15 0.09
H 1.30 -0.11 1.62 0.10
H -0.78 0.62 3.62 0.08
H 0.83 1.25 3.38 0.10
H 0.08 -1.20 5.02 0.10
H 0.78 0.31 5.58 0.11
H 2.57 -1.38 5.41 0.10
H 2.82 -0.13 4.22 0.11
H 2.27 -3.02 3.79 0.11
H 3.00 -1.86 2.70 0.09
H 0.05 -2.45 3.11 0.10
H 0.97 -2.55 1.63 0.10
```

Output
Gap between HOMO and LUMO   4.31 eV
Energy   -1924.19640 Ha
E_LUMO   2.37 eV
Total charge   -1
Energy above the lowest of the compared OMol25 structures with the same formula, charge and spin   0.0 kJ/mol


Molecular formula: C31H57N4O2S2
Method: DFT, ωB97M-V/def2-TZVPD

```
96
Properties=species:S:1:pos:R:3:lowdin_charge:R:1
C -0.37 1.11 -5.16 -0.14
C 0.80 2.23 -4.72 -0.26
C 0.17 3.66 -4.22 -0.23
C -0.76 3.52 -2.87 -0.22
C 0.07 2.93 -1.56 -0.21
C 1.08 4.07 -0.91 -0.21
C 2.56 3.37 -0.80 -0.22
C 2.71 2.28 0.44 -0.20
C 2.01 2.78 1.85 -0.22
C 2.81 2.20 3.18 -0.23
C 2.81 0.57 3.28 -0.20
C 1.55 -0.03 4.19 -0.20
C 0.70 -1.09 3.25 -0.21
C 1.32 -2.63 3.43 -0.20
C 1.79 -3.16 1.94 -0.23
C 0.56 -4.05 1.35 -0.23
C 0.78 -4.31 -0.29 -0.22
C -0.48 -5.25 -0.77 -0.22
C -1.15 -4.85 -2.21 -0.08
C -0.31 -4.93 -3.65 -0.39
S 1.53 -5.46 -3.66 0.63
C -1.03 -4.57 -5.12 -0.12
N -0.18 -4.74 -6.35 0.04
C -0.33 -3.73 -7.26 -0.25
C 0.26 -2.21 -7.19 -0.06
C -1.18 -4.13 -8.65 -0.06
C -2.60 -4.13 -5.04 -0.12
O -3.36 -3.83 -6.26 -0.09
C -3.40 -4.01 -3.61 -0.14
N -4.84 -3.62 -3.31 -0.30
S -5.19 -3.66 -1.57 0.83
N -3.64 -4.18 -0.90 -0.30
C -2.74 -4.35 -2.15 -0.19
H 0.04 0.01 -5.05 0.06
H -1.38 1.31 -4.60 0.07
H -0.58 1.27 -6.32 0.08
H 1.40 2.45 -5.72 0.11
H 1.56 1.78 -3.94 0.09
H -0.54 4.08 -5.08 0.12
H 1.08 4.39 -4.00 0.11
H -1.21 4.61 -2.65 0.12
H -1.71 2.84 -3.08 0.10
H 0.67 1.93 -1.81 0.10
H -0.72 2.62 -0.73 0.11
H 0.68 4.52 0.10 0.10
H 1.16 4.98 -1.68 0.11
H 2.70 2.73 -1.80 0.11
H 3.41 4.18 -0.82 0.11
H 2.13 1.30 0.10 0.11
H 3.85 2.06 0.58 0.12
H 0.93 2.32 1.87 0.11
H 1.93 3.95 1.96 0.10
H 3.95 2.57 3.22 0.12
H 2.26 2.61 4.15 0.08
H 2.80 0.09 2.19 0.10
H 3.81 0.16 3.77 0.12
H 0.81 0.81 4.52 0.08
H 1.95 -0.65 5.11 0.11
H -0.44 -1.16 3.54 0.10
H 0.77 -0.72 2.13 0.10
H 2.24 -2.65 4.18 0.11
H 0.50 -3.37 3.83 0.11
H 2.76 -3.84 2.01 0.12
H 2.07 -2.25 1.24 0.10
H 0.49 -5.12 1.87 0.13
H -0.47 -3.53 1.55 0.12
H 1.76 -4.93 -0.39 0.11
H 0.77 -3.31 -0.91 0.12
H -0.07 -6.36 -0.84 0.12
H -1.33 -5.29 0.07 0.11
H 2.20 -4.19 -3.60 -0.11
H 0.37 -1.84 -8.32 0.10
H 1.34 -2.11 -6.72 0.10
H -0.52 -1.45 -6.70 0.08
H -0.50 -4.77 -9.39 0.10
H -2.04 -4.85 -8.30 0.09
H -1.63 -3.18 -9.18 0.09
H -3.01 -2.91 -6.54 0.12
C -2.44 4.60 7.77 -0.03
C -1.52 4.51 6.56 -0.31
C -1.68 3.20 5.76 -0.16
O -1.08 2.11 6.47 -0.20
C -1.98 1.40 7.31 -0.07
N -0.10 4.55 7.05 0.22
H -2.13 3.95 8.59 0.08
H -2.44 5.62 8.16 0.09
H -3.47 4.35 7.49 0.11
H -1.66 5.38 5.91 0.16
H -1.12 3.30 4.82 0.13
H -2.72 3.01 5.49 0.14
H -3.02 1.46 6.97 0.10
H -1.90 1.78 8.33 0.08
H -1.68 0.34 7.32 0.10
H 0.07 5.27 7.76 0.18
H 0.56 4.68 6.28 0.18
H 0.12 3.62 7.45 0.17
```

Output
Gap between HOMO and LUMO   5.37 eV
Energy   -2380.24567 Ha
E_LUMO   -3.41 eV
Total charge   +1